#one
Computed, not measured: an isolated molecule of C3H3N3, with ωB97M-V with the def2-TZVPD basis set.

HOMO in eV: -8.1511
Kohn-Sham gap in eV: 8.446
Structure (SMILES): N#CC1=C(N)N1

Geometry as XYZ:
```
9
C3H3N3 ωB97M-V with the def2-TZVPD basis set
N 3.385 0.370 -0.099
C 2.272 0.161 0.092
C 0.977 -0.181 0.289
C -0.407 -0.027 0.240
N -1.622 0.601 0.288
N -0.070 -1.271 -0.253
H -1.744 1.527 0.565
H -2.536 0.056 0.216
H -0.254 -1.236 -1.338
```

Mulliken population analysis, charges in e, atoms 1 to 5:
1. N -0.441
2. C 0.442
3. C -0.026
4. C 0.217
5. N -0.392

=====

#two
Computed, not measured: an isolated molecule of C3H3N3, with ωB97M-V with the def2-TZVPD basis set.

HOMO in eV: -10.1829
Kohn-Sham gap in eV: 10.069
Structure (SMILES): c1cnnnc1

Geometry as XYZ:
```
9
C3H3N3 ωB97M-V with the def2-TZVPD basis set
C -0.481 -0.563 1.039
C -0.972 -0.859 -0.210
N -0.612 -0.100 -1.292
N 0.478 0.653 -1.110
N 1.132 0.738 0.115
C 0.609 0.243 1.233
H -1.196 -1.198 1.811
H -1.625 -1.657 -0.427
H 0.899 0.892 2.246
```

Mulliken population analysis, charges in e, atoms 1 to 5:
1. C -0.094
2. C -0.115
3. N -0.185
4. N -0.247
5. N -0.190

=====

#three
Computed, not measured: C3H3N3 as an isolated structure, with ωB97M-V with the def2-TZVPD basis set.

HOMO in eV: -10.7547
Kohn-Sham gap in eV: 9.222

Geometry as XYZ:
```
9
C3H3N3 ωB97M-V with the def2-TZVPD basis set
N 0.852 0.050 0.632
C -0.320 0.293 0.004
C -0.339 1.520 -0.797
N -0.338 2.526 -1.370
C -0.738 -1.591 -0.540
N -0.488 -2.429 0.244
H 0.859 -0.899 0.992
H 1.722 0.389 0.245
H -1.235 0.114 0.535
```

Mulliken population analysis, charges in e, atoms 1 to 5:
1. N -0.421
2. C 0.137
3. C 0.210
4. N -0.293
5. C 0.031

=====

Most stable to least stable, the ends of the list are #three and #one.

=====

#one
Computed, not measured: an isolated molecule of C4H12N2O, with ωB97M-V with the def2-TZVPD basis set.

HOMO in eV: -8.7651
Kohn-Sham gap in eV: 9.658
Structure (SMILES): NCCCNCO

Geometry as XYZ:
```
19
C4H12N2O ωB97M-V with the def2-TZVPD basis set
N 1.970 2.689 0.787
C 1.387 1.327 0.537
C -0.082 1.294 -0.125
C -0.881 -0.076 0.257
N -0.779 -1.067 -0.888
C -1.522 -2.426 -0.571
O -0.365 -3.150 -0.282
H 1.266 3.309 1.249
H 2.280 3.211 -0.158
H 1.274 0.942 1.532
H 1.962 0.511 -0.140
H 0.136 1.152 -1.156
H -0.520 2.278 0.133
H -0.604 -0.497 1.187
H -1.974 0.209 0.506
H 0.254 -1.411 -0.820
H -2.006 -2.121 0.454
H -2.034 -2.820 -1.426
H 0.237 -3.356 -1.076
```

Mulliken population analysis, charges in e, atoms 1 to 5:
1. N -0.651
2. C -0.506
3. C -0.727
4. C -0.591
5. N -0.524

=====

#two
Computed, not measured: a 3-piece molecular cluster, C4H12N2O overall, with ωB97M-V with the def2-TZVPD basis set.

HOMO in eV: -7.6363
Kohn-Sham gap in eV: 8.508

Geometry as XYZ:
```
19
C4H12N2O ωB97M-V with the def2-TZVPD basis set
C -1.064 0.702 0.919
C -0.886 -2.274 0.618
O -0.808 -1.108 -0.122
H -1.462 -3.076 0.128
H -1.394 1.738 0.835
H -0.206 0.583 1.570
H -1.920 0.113 1.227
H -1.328 -2.063 1.609
H 0.125 -2.696 0.794
N 0.909 2.164 -0.242
N 1.832 -0.423 -0.677
C 0.030 1.171 -0.807
C 0.610 -0.078 -1.153
H 1.200 2.850 -0.931
H 0.464 2.664 0.525
H 2.260 0.219 -0.025
H 2.160 -1.366 -0.798
H -0.776 1.502 -1.458
H 0.254 -0.622 -2.014
```

Mulliken population analysis, charges in e, atoms 1 to 5:
1. C -0.799
2. C -0.719
3. O -0.499
4. H 0.228
5. H 0.311

=====

Most stable to least stable, the ends of the list are #one and #two.

=====

#one
Computed, not measured: a 2-piece molecular cluster, C4H12N2O overall, with ωB97M-V with the def2-TZVPD basis set.

HOMO in eV: -7.2781
Kohn-Sham gap in eV: 8.003
Structure (SMILES): CC/C(N)=C/N.O

Geometry as XYZ:
```
19
C4H12N2O ωB97M-V with the def2-TZVPD basis set
C -0.741 2.206 -2.000
C -1.234 0.949 -1.217
C -0.187 -0.116 -1.021
N 1.101 0.284 -0.690
C -0.611 -1.393 -1.089
N 0.227 -2.464 -1.535
H -0.418 2.970 -1.307
H -1.608 2.589 -2.501
H -0.026 1.960 -2.782
H -2.129 0.527 -1.649
H -1.545 1.409 -0.270
H 1.575 -0.237 0.028
H 1.199 1.262 -0.461
H -1.656 -1.640 -0.984
H 0.439 -3.112 -0.778
H 1.121 -2.161 -1.892
O 1.784 -0.933 7.023
H 1.753 -1.608 6.337
H 0.958 -0.493 6.789
```

Mulliken population analysis, charges in e, atoms 1 to 5:
1. C -1.250
2. C -0.523
3. C 0.440
4. N -0.546
5. C -0.411

=====

#two
Computed, not measured: an isolated molecule of C4H12N2O, with ωB97M-V with the def2-TZVPD basis set.

HOMO in eV: -9.0385
Kohn-Sham gap in eV: 9.960
Structure (SMILES): CC[C@@H](N)[C@H](N)O

Geometry as XYZ:
```
19
C4H12N2O ωB97M-V with the def2-TZVPD basis set
C 0.465 1.590 -1.870
C -0.017 1.169 -0.491
C 0.099 -0.455 -0.343
N 1.450 -0.848 -0.088
C -0.919 -0.765 0.732
N -0.666 -0.297 2.060
O -0.894 -2.297 0.713
H -0.219 1.230 -2.637
H 0.524 2.675 -1.947
H 1.450 1.170 -2.063
H 0.637 1.592 0.275
H -1.020 1.556 -0.307
H -0.231 -0.903 -1.281
H 1.777 -0.546 0.823
H 1.533 -1.856 -0.141
H -1.929 -0.470 0.419
H -1.077 0.612 2.224
H 0.271 -0.527 2.370
H -1.236 -2.630 1.551
```

Mulliken population analysis, charges in e, atoms 1 to 5:
1. C -1.340
2. C -0.431
3. C -0.055
4. N -0.623
5. C -0.192

=====

Most stable to least stable, the ends of the list are #two and #one.